Molecular formula: C6H15N3
Method: DFT, ωB97M-V/def2-TZVPD

Results
LUMO level, eV: 0.87
Molecular weight, g/mol: 129.21

Geometry as ORCA input:
```
! wB97M-V def2-TZVPD RIJCOSX def2/J DEFGRID3
* xyz 0 1
C 2.7375 -2.1461 1.2807
C 1.7201 -1.9858 0.2071
C 1.1123 -0.6710 0.0428
C -0.0425 -0.5737 -1.0248
C -1.5987 0.9867 -0.1476
C -1.8455 3.0841 -1.1681
H 3.6746 -1.5596 0.9672
H 2.8840 -3.2761 1.2252
H 2.5629 -1.4282 2.1652
H 2.1977 -2.1701 -0.9253
H 1.2005 -2.6500 0.2188
H 0.4281 -0.5845 1.2859
H 1.4975 0.3090 0.2203
H -0.7105 -1.4146 -0.6665
H 0.7598 -0.7123 -1.8902
H -2.7880 0.0177 1.0849
H -1.8102 -0.6437 1.0554
H -2.5242 2.2377 0.6114
H -0.6724 3.5606 -0.8401
H -1.5722 2.7101 -2.1629
H -2.1822 3.8985 -1.0681
N -0.7589 0.6202 -1.0990
N -2.0011 0.1887 0.8857
N -2.2685 2.2025 -0.2581
*
```

Results of the Mulliken charge analysis, in e, for atoms 1 through 6:
1. C -1.030
2. C -1.007
3. C -0.453
4. C -0.607
5. C 0.588
6. C -0.961


Molecular formula: C27H48N5PV
Method: DFT, ωB97M-V/def2-TZVPD

Results
LUMO level, eV: -10.48
Molecular weight, g/mol: 524.63

Geometry as ORCA input:
```
! wB97M-V def2-TZVPD RIJCOSX def2/J DEFGRID3
* xyz 3 1
V 0.7081 1.0558 -1.1805
C -3.1905 -2.7156 -3.5713
C -1.9583 -3.2174 -3.9874
C -0.7850 -2.5761 -3.6451
C -0.8549 -1.4035 -2.8840
C -2.0756 -0.9153 -2.4517
C -3.2494 -1.5683 -2.7956
N 0.3614 -0.7145 -2.4963
N 1.3818 -1.2904 -2.9133
C 2.6061 -0.7710 -2.4603
C 3.7578 -1.4449 -2.8042
C 4.9673 -0.9721 -2.3120
C 4.9619 0.1372 -1.4800
C 3.7576 0.7437 -1.1782
N 2.5798 0.3102 -1.6673
H -4.1020 -3.2276 -3.8497
H -1.9157 -4.1168 -4.5863
H 0.1617 -2.9771 -3.9690
H -2.1131 -0.0440 -1.8297
H -4.2031 -1.1836 -2.4600
H 3.6912 -2.3134 -3.4449
H 5.8947 -1.4694 -2.5654
H 5.8767 0.5350 -1.0631
H 3.7320 1.5873 -0.5051
C -2.0806 -0.3686 3.5780
C -1.5587 0.3503 2.3217
C -2.5966 0.2087 1.1921
C -1.4044 1.8497 2.6289
P 0.0970 -0.3326 1.8096
N 0.3892 0.3057 0.2130
C 1.5202 0.3358 2.8076
C 2.7995 -0.4397 2.4519
C 1.7908 1.8193 2.5024
C 1.2360 0.1675 4.3121
C 0.1256 -2.1757 1.5865
C -1.1834 -2.6217 0.9115
C 0.2517 -2.8749 2.9517
C 1.2854 -2.6132 0.6755
H -2.9967 0.1436 3.8787
H -1.3950 -0.3260 4.4221
H -2.3428 -1.4067 3.3841
H -3.3775 0.9488 1.3728
H -3.0750 -0.7654 1.1778
H -2.1828 0.3969 0.2048
H -2.4042 2.2489 2.8022
H -0.9673 2.4135 1.8015
H -0.8258 2.0419 3.5286
H 3.0183 -0.4254 1.3819
H 2.7797 -1.4711 2.7944
H 3.6258 0.0527 2.9659
H 1.8988 2.0109 1.4328
H 2.7413 2.0759 2.9719
H 1.0420 2.4943 2.9024
H 0.9828 -0.8555 4.5876
H 0.4566 0.8349 4.6729
H 2.1549 0.4253 4.8417
H -2.0402 -2.5494 1.5765
H -1.0663 -3.6755 0.6554
H -1.4014 -2.0824 -0.0114
H -0.5140 -2.5749 3.6649
H 1.2304 -2.7380 3.4076
H 0.1245 -3.9444 2.7732
H 1.2895 -2.0746 -0.2704
H 1.1295 -3.6682 0.4458
H 2.2620 -2.5254 1.1391
N 1.7504 2.9717 -1.1759
H 2.4310 3.1335 -0.4354
H 1.1138 3.7640 -1.1249
H 2.2692 3.0892 -2.0490
C -2.8352 2.4857 -3.3511
C -2.3276 2.4061 -1.9133
C -2.3969 3.7837 -1.2198
C -0.8887 1.9604 -1.8587
H -3.9046 2.6911 -3.3539
H -2.6714 1.5594 -3.9026
H -2.3394 3.2986 -3.8855
H -2.9463 1.7231 -1.3276
H -1.7724 4.5212 -1.7296
H -2.1069 3.7286 -0.1680
H -3.4236 4.1459 -1.2666
H -0.4473 2.3373 -0.8575
H -0.3130 2.3372 -2.7275
*
```

Results of the Mulliken charge analysis, in e, for atoms 1 through 6:
1. V -1.174
2. C -0.693
3. C -0.763
4. C -0.579
5. C 0.308
6. C 0.807


Molecular formula: C9H11NO3S
Method: DFT, ωB97M-V/def2-TZVPD

Results
LUMO level, eV: 0.50
Molecular weight, g/mol: 213.26
SMILES: CC(=O)SCc1ccccc1.O=NO

Geometry as ORCA input:
```
! wB97M-V def2-TZVPD RIJCOSX def2/J DEFGRID3
* xyz 0 1
C -1.2278 2.7275 -1.6989
C -0.8421 1.8287 -0.4788
O -1.0922 0.6172 -0.4477
S 0.2654 2.6546 0.5657
C 0.7538 1.2486 1.7866
C 1.1557 0.0573 1.0128
C 0.4836 -1.1887 1.2541
C 0.8196 -2.2900 0.4641
C 1.7108 -2.1567 -0.5317
C 2.3409 -0.9875 -0.8200
C 2.0920 0.1125 -0.0236
H -2.2576 2.8464 -1.7248
H -0.6488 3.5981 -1.6734
H -1.0157 2.0518 -2.5299
H -0.2126 1.2552 2.2873
H 1.4930 1.7184 2.3410
H -0.2618 -1.2222 2.0134
H 0.4140 -3.2203 0.6196
H 1.9323 -3.0337 -1.0903
H 2.9929 -0.7489 -1.7582
H 2.6050 0.9998 -0.3709
O -4.1615 -2.2360 0.6937
N -3.3806 -1.4190 0.4789
O -2.2624 -2.0166 -0.1631
H -1.6960 -1.1966 -0.2059
*
```

Results of the Mulliken charge analysis, in e, for atoms 1 through 6:
1. C -1.259
2. C 0.632
3. O -0.634
4. S -0.160
5. C -0.992
6. C 0.559


Molecular formula: C31H61NO11Rb2
Method: DFT, ωB97M-V/def2-TZVPD

Results
LUMO level, eV: -0.32
Molecular weight, g/mol: 794.76

Geometry as ORCA input:
```
! wB97M-V def2-TZVPD RIJCOSX def2/J DEFGRID3
* xyz 0 1
Rb 16.2003 21.0245 3.1030
Rb 14.5563 20.2637 -0.9763
O 11.3474 21.5435 2.0624
C 12.6663 21.5844 2.2680
O 13.1170 22.4011 3.0209
O 13.4052 20.7334 1.7237
H 11.2305 22.2493 2.7025
C 17.4564 18.5270 -0.0778
C 18.3399 19.5552 -0.8201
C 18.6338 18.8601 -2.2001
C 19.2859 19.8206 -3.2285
C 18.3333 21.0251 -3.3750
C 18.1070 21.7920 -2.0772
N 17.6188 20.8235 -1.0287
O 17.1078 21.4757 0.1371
C 16.9252 22.7191 -2.6082
C 19.3432 22.6601 -1.6922
C 19.6585 19.6857 -0.0388
H 17.0864 18.7892 0.9134
H 17.8980 17.5476 0.1063
H 16.5514 18.2643 -0.6256
H 17.7217 18.5087 -2.6825
H 19.2996 18.0125 -2.0377
H 19.4307 19.2856 -4.1671
H 20.2606 20.1994 -2.9210
H 17.4042 20.6023 -3.7572
H 18.8764 21.6809 -4.0555
H 17.1418 23.1543 -3.5838
H 16.7151 23.5121 -1.8906
H 15.9863 22.1685 -2.6670
H 20.1888 22.0032 -1.4882
H 19.1433 23.2673 -0.8094
H 19.6629 23.3044 -2.5111
H 19.5414 20.2516 0.8855
H 20.4555 20.2050 -0.5709
H 20.0975 18.7071 0.1553
C 14.8052 21.4620 -5.4907
C 14.7347 20.0107 -5.2284
O 14.8030 19.5986 -4.0544
C 14.8262 19.0832 -6.4076
H 14.2142 22.0037 -4.7522
H 14.4723 21.7216 -6.4956
H 15.8658 21.7124 -5.4657
H 14.9542 19.6074 -7.3546
H 13.8818 18.5395 -6.4301
H 15.6219 18.3398 -6.3593
C 13.8689 25.7665 2.7639
C 15.2369 25.1999 2.4585
O 16.2161 25.3664 3.1774
C 15.3332 24.5038 1.1404
H 13.7166 26.8057 2.4722
H 13.7393 25.7670 3.8461
H 13.1237 25.1603 2.2487
H 16.2611 23.9477 1.0069
H 15.3469 25.2988 0.3948
H 14.4323 23.9424 0.8927
C 12.6326 15.5963 -3.0284
C 13.8251 15.8540 -3.9458
O 13.9064 15.4231 -5.1315
C 15.0338 16.5610 -3.2729
H 12.2431 16.5717 -2.7369
H 12.9203 15.0242 -2.1463
H 11.8237 15.0711 -3.5365
H 15.2956 15.9461 -2.4118
H 14.7088 17.4781 -2.7814
H 15.8497 16.7570 -3.9686
C 13.8731 15.1419 0.5415
C 13.7487 16.6787 0.7138
O 13.9507 17.4156 -0.2529
C 13.2470 17.1142 2.0911
H 13.9936 14.6297 1.4961
H 14.6578 14.9636 -0.1937
H 12.9493 14.7090 0.1580
H 13.0166 18.1745 2.1950
H 14.0381 16.8972 2.8089
H 12.3118 16.6257 2.3649
C 9.7089 18.3217 -2.8963
C 10.8037 19.2428 -3.2734
O 11.7096 19.4197 -2.4583
C 10.7293 19.9190 -4.6192
H 8.8377 18.8473 -2.5053
H 10.1820 17.7376 -2.1069
H 9.4730 17.7177 -3.7724
H 11.7197 20.3110 -4.8507
H 10.1370 20.8318 -4.5539
H 10.4495 19.2512 -5.4339
C 8.5637 18.9396 2.3626
C 8.9613 19.6039 1.0359
O 8.2051 20.2871 0.3472
C 10.2992 19.0894 0.5754
H 8.5727 17.8552 2.2521
H 7.5400 19.2444 2.5800
H 9.2248 19.1965 3.1902
H 10.7917 19.8547 -0.0246
H 10.2017 18.2043 -0.0533
H 11.0169 18.9823 1.3887
C 10.6620 22.4810 -1.5364
C 11.6113 22.7843 -2.7070
O 12.8201 22.5309 -2.6290
C 11.0556 23.4445 -3.9808
H 10.0513 21.6254 -1.8243
H 10.0786 23.3845 -1.3591
H 11.2003 22.2243 -0.6240
H 11.6830 23.2773 -4.8563
H 11.0213 24.5283 -3.8697
H 10.0408 23.0891 -4.1598
*
```

Results of the Mulliken charge analysis, in e, for atoms 1 through 6:
1. Rb 0.863
2. Rb 0.126
3. O -0.234
4. C 0.317
5. O -0.739
6. O -0.523


Let's list highest occupied orbital energy in order: -8.293 -17.249 -9.073 -5.453 eV.
Let's list ΔE to the lowest compared entry with this formula, charge and spin in order: 235.3 7.1 93.0 0.9 kcal/mol.
Let's list frontier orbital gap in order: 0.3369 0.2489 0.3519 0.1887 Eh.